Density functional theory data (wB97M-V/def2-TZVPD) for 2 unconnected molecules or ions with the total composition C16H30ClINO2.

Properties
E_tot   -43284.5570 eV
2S+1   2
Frontier orbital gap (alpha / beta)   9.4 / 9.2 eV
E_LUMO (alpha / beta)   0.41 / -0.15 eV

```
51
C16H30ClINO2, DFT wB97M-V/def2-TZVPD
C 5.17 -0.46 0.98
C 4.61 -1.58 0.07
C 3.13 -1.93 0.34
I 2.98 -4.11 0.46
C 2.14 -1.37 -0.70
Cl 2.58 -2.12 -2.31
C 0.68 -1.72 -0.46
C -0.12 -0.81 0.47
C -1.61 -1.12 0.25
C 0.16 -1.09 1.97
N 0.08 0.62 0.11
O -0.54 0.87 -1.00
C 1.49 1.06 0.02
C 1.50 2.49 -0.59
C 2.13 1.17 1.41
C 2.30 0.15 -0.92
H 4.55 -0.29 1.85
H 5.24 0.46 0.42
H 6.16 -0.75 1.32
H 5.20 -2.46 0.29
H 4.76 -1.34 -0.97
H 2.87 -1.63 1.34
H 0.57 -2.75 -0.11
H 0.18 -1.69 -1.42
H -2.22 -0.29 0.58
H -1.81 -1.35 -0.79
H -1.92 -1.99 0.82
H 0.23 -0.14 2.49
H 1.09 -1.64 2.13
H -0.65 -1.63 2.43
H 0.56 2.99 -0.43
H 2.27 3.07 -0.08
H 1.78 2.46 -1.64
H 2.32 0.21 1.86
H 1.43 1.69 2.06
H 3.07 1.71 1.34
H 1.99 0.35 -1.94
H 3.34 0.45 -0.85
C -6.21 0.89 -1.14
C -4.90 1.21 -1.86
C -4.09 1.85 -0.75
O -4.52 1.25 0.48
C -5.71 0.50 0.25
H -6.79 0.11 -1.61
H -6.82 1.79 -1.07
H -4.42 0.28 -2.18
H -5.02 1.85 -2.72
H -4.28 2.93 -0.69
H -3.01 1.70 -0.87
H -5.46 -0.57 0.30
H -6.43 0.72 1.04
```

Density functional theory data (wB97M-V/def2-TZVPD) for a molecular structure, C16H30CoNO5SbSi3.

Properties
E_tot   -96601.1984 eV
Frontier orbital gap (alpha / beta)   7.5 / 7.5 eV
Energy above the lowest of the compared OMol25 structures with the same formula, charge and spin   15.45 kcal/mol
Net charge   +1
E_LUMO (alpha / beta)   -5.08 / -5.07 eV

```
57
C16H30CoNO5SbSi3, DFT wB97M-V/def2-TZVPD
Co -0.41 1.07 -0.94
O 0.54 6.59 0.69
C 0.37 5.32 0.31
C 1.37 4.60 -0.37
C 1.09 3.30 -0.72
N -0.09 2.77 -0.42
C -1.05 3.42 0.22
C -0.86 4.72 0.61
C -2.27 2.52 0.41
O -3.24 2.87 1.03
O -2.11 1.35 -0.17
C 1.97 2.31 -1.44
O 3.11 2.55 -1.74
O 1.33 1.19 -1.68
H 1.40 6.93 0.44
H 2.33 5.04 -0.61
H -1.63 5.27 1.13
C 2.48 -3.46 0.82
Si 2.54 -1.69 0.24
C 3.23 -0.52 1.52
C 3.33 -1.49 -1.42
Sb 0.05 -0.90 0.22
Si -1.14 -1.07 -2.24
C -1.05 0.37 -3.44
C -2.90 -1.52 -1.83
C -0.18 -2.56 -2.85
Si -1.53 -1.51 2.22
C -3.29 -1.15 1.77
C -1.19 -3.30 2.62
C -0.86 -0.33 3.50
H 3.51 -3.83 0.93
H 1.97 -4.11 0.10
H 1.99 -3.57 1.79
H 4.27 -0.80 1.73
H 2.69 -0.56 2.47
H 3.23 0.50 1.16
H 4.41 -1.48 -1.27
H 3.05 -0.54 -1.90
H 3.10 -2.32 -2.09
H -1.39 1.34 -3.04
H -1.75 0.14 -4.25
H -0.05 0.50 -3.85
H -3.40 -0.72 -1.29
H -2.96 -2.44 -1.24
H -3.44 -1.69 -2.76
H 0.85 -2.31 -3.10
H -0.66 -2.94 -3.75
H -0.18 -3.37 -2.12
H -3.76 -1.98 1.24
H -3.38 -0.24 1.17
H -3.85 -0.99 2.69
H -1.49 -3.96 1.81
H -1.76 -3.57 3.50
H -0.13 -3.48 2.84
H -1.03 0.71 3.21
H 0.20 -0.48 3.71
H -1.41 -0.50 4.43
```

Density functional theory data (wB97M-V/def2-TZVPD) for 3 unconnected molecules or ions with the total composition C16H30F4O9S.

Properties
E_tot   -57197.3900 eV
Frontier orbital gap   8.0 eV
E_LUMO   -1.04 eV

```
60
C16H30F4O9S, DFT wB97M-V/def2-TZVPD
C 5.04 -0.26 0.85
C 4.48 1.00 0.49
O 3.69 2.20 0.05
S 2.48 1.65 -1.07
O 3.14 1.71 -2.50
O 2.18 0.04 -0.60
C 0.74 -0.25 -0.47
F 0.65 -1.52 0.34
F 0.08 -0.60 -1.78
C -0.13 0.87 0.36
F 0.37 0.98 1.77
F -1.52 0.31 0.49
H 5.20 -1.44 0.95
H -0.25 1.90 -0.18
C 0.52 -4.04 7.63
O 0.92 -4.57 6.37
C 0.28 -5.80 6.04
C -0.13 -5.83 4.56
O -1.21 -4.95 4.21
C -0.95 -3.54 4.30
C 0.05 -2.99 3.28
O 1.37 -3.46 3.53
C 2.04 -3.90 2.37
H 1.10 -4.52 8.42
H 0.73 -2.97 7.63
H -0.55 -4.17 7.80
H -0.61 -5.97 6.66
H 1.00 -6.60 6.23
H -0.49 -6.84 4.34
H 0.73 -5.67 3.90
H -0.68 -3.26 5.32
H -1.92 -3.06 4.11
H 0.07 -1.90 3.35
H -0.28 -3.26 2.27
H 1.39 -4.49 1.72
H 2.88 -4.54 2.67
H 2.44 -3.04 1.82
C -3.36 1.84 -4.09
O -2.14 2.55 -3.97
C -1.13 2.10 -4.87
C -0.36 3.28 -5.46
O -1.10 4.09 -6.39
C -2.20 4.84 -5.86
C -1.82 5.99 -4.91
O -1.29 5.50 -3.68
C -0.12 6.18 -3.27
H -3.31 0.91 -3.52
H -4.16 2.46 -3.68
H -3.61 1.62 -5.13
H -1.55 1.50 -5.68
H -0.44 1.47 -4.30
H 0.48 2.87 -6.04
H 0.09 3.90 -4.69
H -2.94 4.18 -5.41
H -2.69 5.28 -6.73
H -2.72 6.57 -4.67
H -1.11 6.64 -5.42
H 0.56 6.36 -4.10
H 0.40 5.55 -2.54
H -0.39 7.12 -2.78
```

> What is the E_tot in the second record?

-96601.1984 eV

Repeat the third record exactly.
Density functional theory data (wB97M-V/def2-TZVPD) for 3 unconnected molecules or ions with the total composition C16H30F4O9S.

Properties
E_tot   -57197.3900 eV
Frontier orbital gap   8.0 eV
E_LUMO   -1.04 eV

```
60
C16H30F4O9S, DFT wB97M-V/def2-TZVPD
C 5.04 -0.26 0.85
C 4.48 1.00 0.49
O 3.69 2.20 0.05
S 2.48 1.65 -1.07
O 3.14 1.71 -2.50
O 2.18 0.04 -0.60
C 0.74 -0.25 -0.47
F 0.65 -1.52 0.34
F 0.08 -0.60 -1.78
C -0.13 0.87 0.36
F 0.37 0.98 1.77
F -1.52 0.31 0.49
H 5.20 -1.44 0.95
H -0.25 1.90 -0.18
C 0.52 -4.04 7.63
O 0.92 -4.57 6.37
C 0.28 -5.80 6.04
C -0.13 -5.83 4.56
O -1.21 -4.95 4.21
C -0.95 -3.54 4.30
C 0.05 -2.99 3.28
O 1.37 -3.46 3.53
C 2.04 -3.90 2.37
H 1.10 -4.52 8.42
H 0.73 -2.97 7.63
H -0.55 -4.17 7.80
H -0.61 -5.97 6.66
H 1.00 -6.60 6.23
H -0.49 -6.84 4.34
H 0.73 -5.67 3.90
H -0.68 -3.26 5.32
H -1.92 -3.06 4.11
H 0.07 -1.90 3.35
H -0.28 -3.26 2.27
H 1.39 -4.49 1.72
H 2.88 -4.54 2.67
H 2.44 -3.04 1.82
C -3.36 1.84 -4.09
O -2.14 2.55 -3.97
C -1.13 2.10 -4.87
C -0.36 3.28 -5.46
O -1.10 4.09 -6.39
C -2.20 4.84 -5.86
C -1.82 5.99 -4.91
O -1.29 5.50 -3.68
C -0.12 6.18 -3.27
H -3.31 0.91 -3.52
H -4.16 2.46 -3.68
H -3.61 1.62 -5.13
H -1.55 1.50 -5.68
H -0.44 1.47 -4.30
H 0.48 2.87 -6.04
H 0.09 3.90 -4.69
H -2.94 4.18 -5.41
H -2.69 5.28 -6.73
H -2.72 6.57 -4.67
H -1.11 6.64 -5.42
H 0.56 6.36 -4.10
H 0.40 5.55 -2.54
H -0.39 7.12 -2.78
```

> Which value of E_tot does entry 3 give?

-57197.3900 eV

> The highest E_tot belongs to which entry?

C16H30ClINO2